1.
Here is a cluster of 8 separate species, C42H50N9O4S in total at a distorted geometry from OMol25. Energies are from ωB97M-V/def2-TZVPD.

Calculated values
**HOMO-LUMO gap**: 6.930 eV
**HOMO**: -0.3897 hartree
**Charge**: +1
**Max |F|**: 0.0402 hartree/bohr
**Spin multiplicity**: 1
**E**: -2821.96967 hartree

Last column: Mulliken charge in e.
Geometry (Å):
C (1.4875, 0.2677, -2.8205)  -0.76
O (1.3820, -0.9658, -3.5145)  -0.40
C (0.1225, -1.5434, -3.3219)  -0.44
C (-0.0075, -2.7879, -4.1958)  -0.40
C (-1.4524, -3.1767, -4.4858)  -0.84
C (-2.2503, -3.5683, -3.2248)  -0.64
N (-2.9828, -2.3904, -2.6164)  0.17
N (-2.4654, -1.8967, -1.3920)  -0.80
C (-2.6210, -2.6088, -0.3739)  0.70
O (-2.6004, -3.2860, 0.5471)  -0.26
S (-4.7960, -2.6740, -2.5187)  1.25
C (-5.3281, -2.5524, -4.2185)  -0.97
O (-4.9688, -3.9934, -2.0289)  -0.52
O (-5.2850, -1.5779, -1.7686)  -0.59
H (0.8632, 1.0196, -3.3167)  0.29
H (1.1592, 0.1827, -1.7789)  0.30
H (2.5169, 0.6166, -2.8185)  0.29
H (-0.6586, -0.8068, -3.5975)  0.29
H (0.0165, -1.8310, -2.2687)  0.30
H (0.5645, -2.6639, -5.1144)  0.57
H (0.4629, -3.6152, -3.6567)  0.11
H (-1.4100, -4.0931, -5.0744)  0.47
H (-1.9643, -2.3859, -5.0453)  0.26
H (-2.9740, -4.3370, -3.4892)  0.43
H (-1.5651, -4.0065, -2.5015)  0.45
H (-2.8803, -1.6147, -3.2804)  0.54
H (-5.4312, -3.5660, -4.6013)  0.36
H (-4.5980, -2.0220, -4.8294)  0.34
H (-6.2959, -2.0586, -4.2176)  0.44
N (1.6058, -6.1759, -4.0365)  -0.35
C (2.7091, -5.5250, -4.4118)  0.04
C (3.7869, -6.1299, -5.0366)  -0.69
C (3.7221, -7.4906, -5.2880)  -0.16
C (2.5861, -8.1850, -4.9061)  -0.47
C (1.5622, -7.4846, -4.2886)  -0.20
H (2.7235, -4.4620, -4.1940)  0.37
H (4.6535, -5.5482, -5.3178)  0.36
H (4.5436, -8.0014, -5.7731)  0.38
H (2.4939, -9.2477, -5.0812)  0.35
H (0.6574, -7.9939, -3.9753)  0.35
N (4.8603, 2.3049, -1.8463)  -0.56
C (5.1567, 2.4495, -0.5545)  -0.41
C (5.0084, 3.6372, 0.1451)  -0.12
C (4.5262, 4.7415, -0.5372)  -0.42
C (4.2123, 4.6159, -1.8818)  -0.20
C (4.3954, 3.3807, -2.4857)  -0.16
H (5.5338, 1.5615, -0.0586)  0.37
H (5.2571, 3.6933, 1.1940)  0.31
H (4.3963, 5.6878, -0.0270)  0.42
H (3.8322, 5.4527, -2.4523)  0.36
H (4.1588, 3.2360, -3.5348)  0.43
N (-5.0374, -5.5892, 3.2412)  -0.55
C (-4.9792, -4.9321, 2.0840)  -0.39
C (-5.9591, -5.0089, 1.1062)  0.13
C (-7.0611, -5.8175, 1.3414)  -0.56
C (-7.1360, -6.5087, 2.5383)  -0.30
C (-6.1019, -6.3595, 3.4524)  -0.44
H (-4.0991, -4.3171, 1.9461)  0.53
H (-5.8634, -4.4512, 0.1848)  0.27
H (-7.8485, -5.9061, 0.6036)  0.39
H (-7.9767, -7.1505, 2.7628)  0.52
H (-6.1235, -6.8784, 4.4042)  0.42
N (3.6542, 3.9443, 3.2043)  -0.36
C (4.3216, 4.3678, 4.2780)  -0.22
C (3.7450, 5.1034, 5.3022)  -0.39
C (2.4003, 5.4215, 5.2051)  -0.27
C (1.6907, 4.9912, 4.0948)  -0.40
C (2.3620, 4.2580, 3.1289)  -0.32
H (5.3725, 4.1020, 4.3155)  0.40
H (4.3384, 5.4192, 6.1499)  0.44
H (1.9130, 5.9962, 5.9824)  0.39
H (0.6397, 5.2186, 3.9787)  0.36
H (1.8438, 3.9005, 2.2447)  0.36
N (-9.4080, -4.9256, 7.8193)  -0.55
C (-9.6679, -5.5143, 6.6541)  -0.28
C (-9.0317, -5.1826, 5.4671)  -0.26
C (-8.0748, -4.1811, 5.4910)  -0.09
C (-7.7940, -3.5561, 6.6946)  -0.47
C (-8.4854, -3.9660, 7.8253)  -0.17
H (-10.4253, -6.2903, 6.6789)  0.35
H (-9.2823, -5.6963, 4.5489)  0.36
H (-7.5552, -3.8921, 4.5855)  0.42
H (-7.0552, -2.7692, 6.7588)  0.35
H (-8.2937, -3.5056, 8.7883)  0.35
N (6.6354, 6.9124, 6.8941)  -0.48
C (6.9334, 7.0492, 8.1854)  -0.18
C (6.8019, 8.2391, 8.8853)  -0.38
C (6.3379, 9.3534, 8.2067)  -0.17
C (6.0249, 9.2317, 6.8625)  -0.49
C (6.1891, 7.9956, 6.2574)  -0.10
H (7.2974, 6.1550, 8.6796)  0.37
H (7.0584, 8.2882, 9.9345)  0.35
H (6.2226, 10.3014, 8.7162)  0.37
H (5.6608, 10.0759, 6.2933)  0.35
H (5.9526, 7.8563, 5.2078)  0.38
N (2.6738, 5.1994, -5.1879)  -0.31
C (1.6333, 5.5907, -5.9215)  -0.19
C (1.7370, 6.4095, -7.0355)  -0.48
C (2.9941, 6.8519, -7.4110)  -0.15
C (4.0895, 6.4575, -6.6606)  -0.75
C (3.8774, 5.6349, -5.5657)  0.18
H (0.6656, 5.2259, -5.5935)  0.35
H (0.8540, 6.6921, -7.5920)  0.35
H (3.1186, 7.4934, -8.2738)  0.38
H (5.0892, 6.7796, -6.9171)  0.35
H (4.7093, 5.3016, -4.9538)  0.28

Force components x, y, z for each atom (eV/Å):
C -0.088 0.315 0.020
O 0.040 -0.053 0.133
C 0.245 -0.075 -0.469
C 0.211 0.063 0.593
C 0.380 -0.283 0.493
C 0.559 -0.406 -0.891
N 0.443 -0.016 -0.245
N -0.446 -0.098 0.509
C 0.514 -0.618 -0.738
O -0.117 0.589 0.115
S -2.058 0.106 0.135
C 0.598 -0.481 -0.127
O 0.678 -0.324 -0.118
O 0.428 0.447 -0.074
H 0.005 0.044 0.045
H 0.006 -0.135 -0.001
H 0.074 -0.199 -0.150
H -0.064 0.015 0.169
H -0.247 0.225 0.081
H -0.168 0.156 -0.094
H 0.023 -0.127 -0.189
H -0.231 0.150 -0.291
H -0.108 -0.133 -0.163
H -0.272 0.166 0.235
H -0.198 0.198 0.320
H 0.134 0.144 0.231
H 0.028 -0.036 0.072
H -0.114 0.211 0.069
H 0.050 0.189 0.170
N 0.038 0.045 -0.106
C -0.139 0.081 0.091
C 0.002 -0.033 -0.008
C 0.034 -0.019 -0.024
C 0.012 0.026 0.004
C -0.109 0.038 0.068
H 0.079 0.007 -0.028
H -0.006 0.017 0.016
H -0.001 0.001 0.002
H -0.019 -0.002 0.009
H 0.025 -0.049 -0.012
N -0.122 0.117 0.021
C 0.023 -0.105 -0.063
C 0.080 0.009 -0.066
C -0.016 0.061 -0.010
C 0.019 -0.027 0.034
C 0.040 -0.139 -0.044
H 0.001 0.026 0.043
H -0.066 -0.039 0.022
H 0.000 -0.006 0.007
H -0.039 -0.040 -0.033
H -0.053 0.090 -0.002
N -0.055 0.002 -0.065
C -0.018 -0.053 0.117
C -0.014 -0.002 0.042
C -0.035 0.004 -0.025
C 0.012 0.017 -0.031
C 0.085 -0.007 0.084
H -0.079 -0.013 0.015
H -0.003 -0.019 0.039
H -0.003 -0.002 0.005
H 0.014 -0.018 0.012
H -0.054 -0.017 -0.012
N -0.016 0.073 0.131
C 0.037 -0.062 -0.080
C -0.025 0.037 0.056
C -0.022 0.011 0.008
C 0.024 0.003 0.020
C 0.035 -0.052 -0.081
H 0.004 0.028 0.054
H 0.054 -0.004 -0.036
H 0.002 -0.002 0.000
H -0.001 -0.009 -0.015
H -0.029 0.029 0.009
N 0.042 0.022 -0.067
C -0.040 -0.026 0.072
C 0.012 0.024 0.034
C 0.034 0.031 -0.068
C -0.019 -0.027 -0.013
C -0.044 -0.027 0.072
H 0.007 -0.006 -0.042
H -0.022 0.000 0.002
H 0.006 -0.015 0.002
H 0.002 -0.001 0.019
H 0.028 0.028 -0.020
N -0.086 0.113 0.043
C 0.027 -0.116 -0.040
C -0.001 0.012 -0.025
C -0.008 0.041 0.019
C 0.002 0.001 0.018
C 0.025 -0.130 -0.052
H -0.001 0.024 0.041
H 0.009 -0.018 0.000
H 0.001 -0.002 -0.001
H 0.000 -0.010 -0.016
H -0.016 0.053 -0.004
N 0.111 0.090 -0.109
C -0.044 -0.073 0.093
C 0.012 -0.010 0.012
C 0.022 0.030 -0.039
C 0.000 0.012 -0.016
C -0.082 -0.108 0.122
H -0.020 0.028 -0.035
H -0.012 -0.005 0.014
H 0.001 0.000 0.003
H 0.009 -0.011 0.015
H 0.043 0.036 -0.034

2.
Here is a structure of composition C4H4MgO2 at a distorted geometry from OMol25. Energies are from ωB97M-V/def2-TZVPD.

Calculated values
**HOMO-LUMO gap**: 3.617 eV
**HOMO**: 0.0695 hartree
**Charge**: -2
**Max |F|**: 0.0283 hartree/bohr
**Spin multiplicity**: 1
**E**: -505.19926 hartree

Last column: Mulliken charge in e.
Geometry (Å):
H (1.5683, 1.1755, -0.0237)  0.37
O (2.8351, -0.3856, 0.6233)  -0.50
C (1.6110, 0.0879, 0.1726)  -0.24
C (0.5045, -0.6755, 0.2193)  -0.61
C (-0.8171, -0.3212, -0.2679)  0.02
C (-1.9468, -0.2857, 0.5235)  -1.38
O (-2.9400, 0.5173, 0.1078)  1.27
H (3.4309, -0.4946, -0.1205)  0.28
H (0.5747, -1.6129, 0.7882)  0.26
H (-0.8724, 0.0650, -1.3069)  0.24
Mg (-3.9481, 1.9297, -0.7157)  -1.71

Force components x, y, z for each atom (eV/Å):
H 0.076 -0.712 -0.210
O 1.213 -0.269 0.635
C -1.175 0.572 -0.638
C -0.490 -0.117 0.542
C 0.114 0.292 -0.626
C -0.098 0.421 0.218
O -0.135 -0.232 -0.352
H -0.137 -0.008 -0.063
H 0.258 0.021 -0.083
H 0.086 0.492 0.310
Mg 0.287 -0.461 0.267

3.
Here is a cluster of 2 separate species, C30H41F4N2O4PS in total at a distorted geometry from OMol25. Energies are from ωB97M-V/def2-TZVPD.

Calculated values
**HOMO-LUMO gap**: 6.243 eV
**HOMO**: -0.2899 hartree
**Max |F|**: 0.1600 hartree/bohr
**Spin multiplicity**: 1
**E**: -2716.25427 hartree

Last column: Mulliken charge in e.
Geometry (Å):
C (3.0639, -3.7783, 1.3927)  -0.96
C (3.6806, -2.9242, 0.0937)  -0.03
P (2.2820, -2.8590, -1.2027)  0.36
C (2.9235, -2.7137, -2.9936)  -0.54
C (4.1723, -3.7369, -3.3465)  -0.83
C (0.9250, -1.5874, -0.7831)  0.45
C (1.3958, 0.0158, -0.8773)  0.28
C (2.9088, 0.5092, -1.2997)  -0.84
C (3.7023, 1.3128, -0.0671)  0.85
C (5.1783, 0.6880, 0.2751)  -1.00
F (3.9093, 2.7221, -0.5594)  -0.40
C (0.3178, 1.2484, -0.5352)  -0.35
C (0.7377, 2.8619, -0.6665)  -0.73
N (1.0979, 3.4846, 0.6646)  -0.65
C (-1.1775, 0.7728, -0.0620)  0.15
C (-1.6296, -0.8342, 0.0579)  0.14
C (-0.5806, -2.0789, -0.3320)  -0.42
C (-1.1335, -3.5952, -0.1861)  0.87
F (-0.3054, -4.6871, -0.7174)  -0.20
F (-2.5094, -3.8220, -0.7711)  -0.24
F (-1.2801, -3.8632, 1.2940)  -0.25
C (-3.1755, -1.0610, 0.5911)  0.02
O (-3.5713, -1.9569, 1.4969)  -0.53
C (-4.3065, -0.0111, -0.0543)  0.11
C (-5.8050, -0.5184, -0.5627)  0.34
C (-6.2989, -2.0811, -0.4982)  -0.71
C (-5.9694, -2.8766, -1.9318)  -0.19
N (-5.8912, -1.9376, -3.1209)  -0.53
C (-6.7837, 0.6625, -1.1945)  -0.52
C (-6.3855, 2.2500, -1.3252)  -0.56
C (-4.8810, 2.7096, -0.8205)  0.07
C (-4.4207, 4.2811, -0.9370)  -0.54
C (-4.9537, 5.1355, 0.3918)  0.30
C (-4.0633, 6.5137, 0.6250)  -0.98
O (-6.3596, 5.5966, 0.1494)  -0.56
C (-3.8546, 1.5932, -0.1941)  0.31
C (-2.3007, 1.9559, 0.3078)  0.04
O (-2.0203, 3.0755, 0.9787)  -0.52
H (3.8715, -4.0061, 2.2089)  0.30
H (2.1129, -3.2105, 1.7892)  0.24
H (2.6538, -4.7887, 0.9101)  0.29
H (4.0958, -1.8786, 0.4156)  -0.14
H (4.5847, -3.5865, -0.3026)  0.29
H (3.2220, -1.6362, -3.3383)  0.31
H (2.0291, -3.0467, -3.7110)  0.35
H (4.8291, -3.3834, -4.2527)  0.29
H (4.8840, -3.9472, -2.4393)  0.19
H (3.6672, -4.7656, -3.6646)  0.26
H (3.6331, -0.3462, -1.6306)  -0.11
H (2.7873, 1.2589, -2.2086)  0.43
H (2.9770, 1.3644, 0.8739)  0.21
H (5.5355, -0.0296, -0.6012)  0.21
H (5.1000, 0.1002, 1.3112)  0.11
H (5.9315, 1.5701, 0.4418)  0.36
H (-0.2479, 3.3926, -1.0814)  0.25
H (1.5435, 2.9893, -1.5056)  0.29
H (0.7038, 2.8217, 1.3949)  0.31
H (0.4580, 4.3301, 0.7437)  0.37
H (-7.4708, -2.1199, -0.3041)  0.36
H (-5.7941, -2.7082, 0.3519)  0.25
H (-4.9591, -3.4869, -1.8781)  0.09
H (-6.8774, -3.6099, -2.1015)  0.29
H (-6.5589, -2.3080, -3.8566)  0.23
H (-4.9437, -1.9872, -3.5969)  0.23
H (-7.8377, 0.3146, -1.5717)  0.25
H (-7.1225, 3.0480, -1.7830)  0.33
H (-4.8556, 4.8095, -1.8887)  0.42
H (-3.2524, 4.3532, -0.9344)  0.10
H (-4.9197, 4.4705, 1.3795)  0.31
H (-4.7832, 7.3758, 1.0189)  0.30
H (-3.2614, 6.2430, 1.4463)  0.23
H (-3.5254, 6.8589, -0.3771)  0.24
H (-6.9724, 5.0971, 0.7707)  0.34
C (8.2886, -0.2162, 4.7414)  -0.95
S (7.5954, -1.4200, 3.5829)  0.41
O (7.0672, -0.6582, 2.4033)  -0.53
C (6.1805, -1.8767, 4.6140)  -0.71
H (9.1746, 0.2335, 4.2862)  0.32
H (7.5546, 0.5652, 4.9529)  0.30
H (8.5752, -0.7225, 5.6661)  0.38
H (5.5773, -0.9925, 4.8334)  0.30
H (6.5365, -2.3286, 5.5426)  0.38
H (5.5737, -2.6029, 4.0684)  0.09

Force components x, y, z for each atom (eV/Å):
C -0.697 -0.098 -1.471
C 0.957 0.020 1.346
P -0.616 -1.910 -0.099
C 0.450 0.823 -1.986
C -0.530 -0.985 0.044
C -1.215 3.145 0.604
C -3.495 0.045 1.071
C -0.120 0.231 0.217
C -0.264 0.309 -0.499
C -0.775 0.079 0.458
F -0.413 -2.706 0.948
C -0.784 -3.713 0.364
C -1.890 -0.866 -1.124
N -1.879 -0.574 -0.079
C 1.967 -1.563 -0.572
C 2.267 0.770 -0.735
C 0.546 4.768 -0.133
C -0.764 -2.062 1.369
F -2.790 3.800 1.687
F 4.470 0.962 1.782
F 0.439 0.602 -4.767
C -2.324 -2.443 2.890
O 2.797 5.266 -5.672
C -1.643 1.863 -1.408
C 1.562 3.768 0.191
C 0.025 0.159 -0.477
C -0.079 -0.401 0.127
N -0.026 -1.580 -1.089
C 2.892 1.154 1.028
C 3.058 -3.477 1.757
C -0.748 -2.697 0.194
C -0.213 -0.362 1.114
C 0.062 0.566 0.059
C -0.127 -0.595 0.113
O 0.581 -1.754 1.349
C -2.341 -1.081 -0.971
C -0.285 2.801 2.009
O -1.356 -6.566 -4.216
H -1.638 0.621 -1.551
H 2.042 -1.114 -0.429
H 0.976 2.093 1.280
H -0.671 -2.007 -0.478
H -2.024 1.592 0.484
H -0.532 -1.879 0.680
H 1.797 0.835 1.793
H -1.462 -0.434 1.827
H -1.422 0.507 -1.763
H 1.292 2.106 0.786
H -1.801 1.373 0.607
H 0.305 -1.542 1.963
H 1.764 0.189 -2.028
H -0.648 1.598 1.992
H 0.336 1.161 -2.502
H -1.495 -1.769 -0.435
H 2.026 -1.272 0.728
H -1.276 -0.386 1.939
H 0.626 1.196 -1.083
H 1.160 -1.422 0.024
H 2.525 0.346 -0.499
H -0.817 1.640 -1.492
H -2.189 1.178 0.318
H 1.998 1.261 0.435
H 1.105 0.734 1.199
H -1.547 0.053 1.081
H 2.302 0.771 0.804
H 1.720 -1.893 1.057
H 0.755 -1.189 1.841
H -2.246 -0.274 -0.072
H 0.030 1.350 -2.288
H 1.640 -1.989 -0.887
H -1.466 0.787 -1.758
H -1.190 -0.733 2.191
H 1.321 0.860 -1.225
C -0.001 0.136 0.013
S -0.164 0.242 -0.227
O 0.159 -0.294 0.656
C -0.106 0.047 0.003
H -0.152 -0.147 -0.027
H 0.002 -0.102 -0.086
H -0.026 -0.026 -0.108
H 0.097 -0.019 -0.073
H 0.033 0.024 -0.101
H 0.160 0.098 -0.015

4.
Here is a cluster of 2 separate species, C3H9N in total at a distorted geometry from OMol25. Energies are from ωB97M-V/def2-TZVPD.

Calculated values
**HOMO-LUMO gap**: 9.231 eV
**HOMO**: -0.3025 hartree
**Max |F|**: 0.0305 hartree/bohr
**SMILES**: C=CN.C
**Spin multiplicity**: 1
**E**: -174.41523 hartree

Last column: Mulliken charge in e.
Geometry (Å):
C (2.0062, -0.6430, -0.9841)  -0.87
C (0.9245, 0.1238, -0.7593)  0.23
N (0.4134, 1.0960, -1.6151)  -0.50
H (2.6239, -0.4206, -1.8402)  0.25
H (2.1439, -1.4365, -0.2683)  0.26
H (0.4652, 0.1014, 0.2148)  0.13
H (0.5670, 1.0037, -2.6044)  0.24
H (-0.5673, 1.2466, -1.4402)  0.24
C (-1.7036, -0.1935, 1.8267)  -0.88
H (-2.7768, -0.1786, 2.0146)  0.30
H (-1.3111, -0.0195, 2.8296)  0.26
H (-1.3572, 0.5195, 1.0974)  0.09
H (-1.4284, -1.1992, 1.5286)  0.25

Force components x, y, z for each atom (eV/Å):
C -1.300 0.804 0.348
C 1.118 -0.221 -0.601
N -0.479 0.257 0.532
H 0.148 -0.630 -0.166
H 0.773 0.033 -0.059
H -0.434 -0.266 -0.054
H 0.316 -0.262 -0.017
H -0.023 0.262 -0.051
C -0.432 -0.594 1.033
H -0.119 0.183 -0.611
H 0.514 0.200 -0.241
H -0.157 0.341 0.009
H 0.075 -0.108 -0.122